Density functional theory data (wB97M-V/def2-TZVPD) for a molecular structure, C50H140B2Cl3F8N10O15 at a distorted geometry.

Total charge: +5
E_tot: -160358.3433 eV
Frontier orbital gap: 7.75 eV
HOMO energy: -17.051 eV
Max |F|: 0.05059 hartree/bohr

Structure (XYZ):
```
228
C50H140B2Cl3F8N10O15 (wB97M-V/def2-TZVPD)
C -6.81323 -1.32743 1.68090
O -7.28205 -2.64966 1.82980
C -7.83977 -3.01616 3.07482
C -6.77097 -3.75392 3.85586
N -6.18147 -4.85746 3.03943
H -5.72153 -4.28152 2.31531
H -5.44236 -5.31755 3.53072
C -7.05923 -5.95520 2.38896
C -7.67832 -6.89443 3.37560
O -8.79092 -6.29622 3.96162
C -9.66689 -7.02023 4.79843
H -7.63348 -0.61739 1.62466
H -6.29161 -1.35425 0.72650
H -6.08118 -1.07200 2.48745
H -8.68304 -3.66120 2.84262
H -8.27863 -2.17909 3.65869
H -7.27716 -4.18159 4.73139
H -5.88643 -3.10888 3.99754
H -6.36483 -6.46987 1.71801
H -7.85184 -5.45781 1.85805
H -6.93694 -7.19674 4.13689
H -7.99325 -7.81862 2.83486
H -10.30449 -7.58994 4.11726
H -10.24000 -6.27060 5.30881
H -9.26584 -7.63540 5.61794
C 6.15294 0.95160 0.02086
O 6.38015 -0.26651 0.74269
C 7.65102 -0.38871 1.35222
C 7.80111 -1.82794 1.77963
N 6.54406 -2.29472 2.36403
H 6.26582 -1.57182 3.01188
H 5.87006 -2.30834 1.56983
C 6.51900 -3.58062 3.05276
C 6.26352 -4.63038 1.97366
O 7.36279 -4.79860 1.05661
C 7.53952 -6.19700 0.78842
H 6.90299 0.90489 -0.77123
H 6.30406 1.87370 0.58325
H 5.16483 0.86486 -0.41856
H 7.65997 0.26861 2.25016
H 8.54383 -0.09817 0.70646
H 8.61974 -1.85562 2.48238
H 7.98588 -2.52483 0.98543
H 5.75769 -3.54303 3.84602
H 7.51283 -3.72969 3.44095
H 5.31813 -4.50415 1.34004
H 6.11747 -5.58569 2.48840
H 7.84851 -6.70342 1.70001
H 8.31958 -6.26518 0.04484
H 6.59618 -6.70349 0.45952
C -4.59389 -6.51498 -6.16655
O -3.82407 -5.35399 -6.02259
C -2.51678 -5.57276 -5.63922
C -1.82352 -4.29021 -5.57469
N -1.99550 -3.64362 -6.89145
H -1.73686 -4.31539 -7.63043
H -2.98790 -3.38443 -7.08610
C -1.17554 -2.44020 -7.07246
C -1.55392 -1.36937 -6.09192
O -2.96630 -1.16218 -6.20151
C -3.31818 -0.06264 -5.41061
H -4.13104 -7.07316 -7.02217
H -5.58032 -6.19818 -6.47847
H -4.57251 -7.17101 -5.29813
H -2.01856 -6.25140 -6.32313
H -2.46859 -6.03365 -4.63011
H -0.77052 -4.33960 -5.34709
H -2.33558 -3.66215 -4.82354
H -1.19336 -2.06973 -8.09809
H -0.12257 -2.64965 -6.87264
H -0.91395 -0.52577 -6.40654
H -1.32989 -1.58650 -5.02993
H -4.37662 0.02981 -5.56000
H -2.73537 0.76403 -5.84174
H -3.10579 -0.24990 -4.34006
C 5.57215 2.58972 9.14483
O 5.13968 2.70441 7.77975
C 6.04258 3.52885 6.95354
C 5.30713 3.65313 5.59683
N 4.54732 2.40524 5.34160
H 5.27000 1.82241 4.91762
H 4.38569 1.94932 6.27076
C 3.33916 2.57654 4.49447
C 3.59603 2.20266 3.04485
O 4.62453 2.99652 2.43853
C 4.10815 4.22276 1.84310
H 5.27717 3.51300 9.64413
H 6.65714 2.43472 9.18635
H 5.05424 1.72418 9.54748
H 7.01073 3.04269 6.81069
H 6.21170 4.45744 7.50544
H 5.97981 3.77989 4.76026
H 4.67868 4.52642 5.71340
H 3.07989 3.60971 4.61324
H 2.53812 1.93562 4.88079
H 2.65703 2.38885 2.54056
H 3.93533 1.14190 2.94934
H 3.44693 4.80181 2.48587
H 3.49461 3.85028 1.03757
H 4.98658 4.78587 1.57732
C 1.75254 0.13276 -3.17518
O 1.69240 1.37385 -2.53358
C 1.80886 1.33359 -1.14001
C 0.73909 0.38561 -0.50818
N -0.51378 1.00893 -0.10987
H -0.29189 1.68028 0.64709
H -0.79621 1.67428 -0.89439
C -1.51197 0.00487 0.29058
C -2.74214 0.74717 0.81659
O -3.36073 1.50088 -0.21833
C -3.88275 0.65318 -1.22640
H 0.77315 -0.30494 -3.36321
H 2.31502 -0.59719 -2.59363
H 2.21810 0.23810 -4.15148
H 1.72201 2.34582 -0.75896
H 2.77572 0.86414 -0.85316
H 1.16409 -0.02193 0.44136
H 0.52346 -0.46387 -1.15735
H -1.05548 -0.59156 1.05969
H -1.77669 -0.66993 -0.53380
H -2.34026 1.56159 1.42586
H -3.38833 -0.04394 1.18275
H -3.09662 0.23292 -1.87963
H -4.64427 1.25342 -1.73592
H -4.36880 -0.26215 -0.90070
C -3.87812 4.85206 -0.86690
C -2.83675 5.66260 -1.66117
C -3.25376 7.11835 -1.84277
O -3.06915 7.68041 -0.56546
C -3.57839 8.96706 -0.46695
N -1.51477 5.72016 -0.92827
H -0.83909 6.20648 -1.54482
H -1.62382 6.27257 -0.07519
H -1.30724 4.67912 -0.92960
H -4.75392 4.61077 -1.42915
H -4.12773 5.44148 0.02229
H -3.42650 3.90902 -0.59326
H -2.73664 5.20723 -2.63524
H -4.31242 7.13602 -2.13132
H -2.67395 7.70355 -2.58955
H -4.65823 8.90911 -0.30125
H -3.36564 9.63104 -1.33049
H -3.09885 9.34959 0.43991
C 0.06910 3.18723 -7.41253
C 1.15434 2.83673 -6.39469
C 2.40494 3.63284 -6.61265
O 3.23702 3.31099 -5.52434
C 4.47020 4.01906 -5.68027
N 0.62590 3.12002 -5.00283
H -0.16260 2.42752 -4.83363
H 1.37010 2.96781 -4.28591
H 0.19896 4.06149 -4.94743
H -0.32348 4.19539 -7.30980
H -0.65825 2.39748 -7.42621
H 0.54356 3.10247 -8.39399
H 1.35964 1.79799 -6.38200
H 2.29820 4.74056 -6.64902
H 2.85198 3.34465 -7.58963
H 5.03348 3.78275 -4.77951
H 4.34051 5.08948 -5.82154
H 4.91977 3.50387 -6.54845
C 3.74095 -3.44700 -6.12865
C 4.01368 -4.55355 -5.03569
C 5.01591 -4.14878 -3.97194
O 4.32259 -3.32922 -2.95248
C 5.20228 -2.81633 -2.01143
N 2.74594 -4.91111 -4.28827
H 1.93495 -5.02212 -4.90996
H 2.77412 -5.66404 -3.59301
H 2.40094 -4.08756 -3.69326
H 4.71433 -3.18558 -6.56278
H 3.35397 -2.55506 -5.67763
H 3.17122 -3.83907 -6.94470
H 4.37749 -5.43144 -5.59652
H 5.89432 -3.60056 -4.34123
H 5.37155 -5.06254 -3.47760
H 5.80992 -2.05379 -2.46180
H 5.85512 -3.62159 -1.70772
H 4.58789 -2.34452 -1.26344
C -1.02867 -3.34728 5.19647
C -1.59088 -2.05693 5.85063
C -0.97028 -0.75890 5.10590
O -1.93008 0.20845 4.75969
C -1.39469 1.55490 4.59335
N -3.08490 -1.97673 5.66442
H -3.36960 -2.33942 4.69985
H -3.54006 -2.50977 6.39474
H -3.34418 -0.99522 5.69858
H -1.59917 -3.67187 4.31846
H -1.10386 -4.16640 5.93098
H 0.02260 -3.21258 4.92597
H -1.42294 -2.04222 6.93922
H -0.43830 -0.99393 4.16346
H -0.22927 -0.40302 5.84120
H -0.46248 1.50612 4.02599
H -1.30969 1.99704 5.58446
H -2.16559 2.15726 4.14369
C -2.20388 6.77463 6.30421
C -2.18876 5.60861 5.32888
C -3.59513 5.27563 4.86809
O -3.46795 4.45077 3.72933
C -4.66288 3.95347 3.25211
N -1.30717 5.95926 4.08788
H -0.51778 6.50330 4.45286
H -0.95666 5.05157 3.57728
H -1.81217 6.57700 3.44950
H -2.71103 7.61688 5.79243
H -1.21551 7.05129 6.61880
H -2.85088 6.56260 7.18962
H -1.71453 4.71698 5.71996
H -4.14931 6.16711 4.64209
H -4.16537 4.83083 5.70356
H -5.16856 3.19483 3.84800
H -4.52568 3.65643 2.23316
H -5.39122 4.73835 3.08924
B 0.50469 -3.16058 -2.29266
F 1.48582 -3.26785 -1.31647
F -0.45638 -2.23893 -1.88342
F 1.16186 -2.67861 -3.41643
F 0.03706 -4.44260 -2.59776
B 1.70560 -0.42007 -7.51436
F 0.48376 -0.35964 -8.13147
F 2.40744 0.77079 -7.72247
F 1.34750 -0.55221 -6.14832
F 2.33539 -1.55840 -7.90370
Cl -0.07072 3.71350 2.23311
Cl -0.80886 3.33201 -1.89085
Cl -3.70620 -2.73332 2.79082
```

Löwdin atomic charge list, values in e, 99 entries: -0.11, -0.21, -0.19, -0.13, 0.05, 0.09, 0.15, -0.06, -0.23, -0.20, -0.07, 0.09, 0.08, 0.06, 0.12, 0.15, 0.14, 0.05, 0.14, 0.13, 0.14, 0.15, 0.10, 0.09, 0.10, -0.05, -0.23, -0.19, -0.10, 0.03, 0.17, 0.18, -0.08, -0.20, -0.21, -0.07, 0.10, 0.09, 0.08, 0.14, 0.17, 0.15, 0.13, 0.15, 0.14, 0.16, 0.12, 0.10, 0.10, 0.11, -0.07, -0.18, -0.26, -0.11, 0.07, 0.20, 0.20, -0.11, -0.21, -0.18, -0.09, 0.11, 0.10, 0.10, 0.14, 0.15, 0.13, 0.16, 0.15, 0.13, 0.11, 0.13, 0.09, 0.09, 0.08, -0.05, -0.26, -0.13, -0.09, 0.05, 0.18, 0.17, -0.09, -0.20, -0.22, -0.04, 0.10, 0.10, 0.10, 0.13, 0.14, 0.14, 0.14, 0.12, 0.14, 0.08, 0.14, 0.08, 0.08